[1]
Density functional theory data (ωB97M-V/def2-TZVPD) for a cluster of 4 separate species, C26H58N4O13P3 in total in a non-equilibrium geometry.

Geometry as XYZ:
```
104
Properties=species:S:1:pos:R:3
P 1.44 1.80 6.86
P -1.55 -5.96 -5.32
P 0.66 -0.80 -1.30
O 0.41 -1.64 -2.79
O -1.14 -5.40 -6.90
O 0.91 3.12 6.02
O -1.91 -6.46 -3.90
O -2.99 -5.18 -5.53
O 0.94 -2.29 -0.64
O 2.78 2.46 7.26
O 0.74 2.12 8.34
O -1.89 6.74 0.46
O 2.20 -0.45 -1.85
O -1.92 -7.42 -6.02
O -0.06 1.05 6.41
O 0.89 -0.05 0.03
N 2.56 5.67 0.65
N 1.12 6.49 -1.17
N 1.54 6.32 1.37
N 3.27 5.12 -1.80
C -1.32 1.38 6.99
C 0.77 2.35 3.73
C 1.54 2.12 9.52
C 1.42 3.31 4.71
C -1.70 -8.63 -5.31
C -2.39 -2.84 -5.69
C -1.61 4.19 0.11
C -1.77 2.82 6.81
C -3.15 -3.91 -4.92
C 4.26 4.09 2.43
C -3.18 -5.83 -8.26
C -0.73 7.61 0.72
C 2.41 5.70 -0.88
C 3.78 0.55 -0.34
C 2.27 -3.29 -2.91
C 1.92 3.54 9.89
C 0.63 6.82 0.23
C -1.18 -3.44 -0.84
C 3.65 4.99 1.50
C -3.00 -9.11 -4.68
C 2.82 0.77 -1.49
C -1.67 -5.93 -8.11
C -0.11 -2.89 0.09
C -1.79 5.45 1.16
C -1.62 2.71 0.86
C 1.44 -2.21 -3.59
H -0.91 -8.51 -4.56
H -1.00 5.44 2.04
H 1.63 -4.06 -2.47
H -2.11 1.86 0.19
H 3.43 4.09 -1.72
H 2.08 1.54 -1.27
H 2.31 4.11 9.04
H 1.19 4.34 4.42
H -1.31 -3.01 -5.62
H 2.89 -2.88 -2.11
H -3.70 -9.45 -5.46
H -1.34 1.08 8.04
H 1.06 1.32 3.95
H -1.71 3.13 5.76
H 0.32 -3.71 0.67
H -0.50 2.34 1.04
H 2.42 1.48 9.39
H -2.80 2.94 7.15
H 2.67 3.55 10.69
H -1.16 3.51 7.39
H -1.69 -2.62 -1.36
H 1.08 2.58 2.71
H 4.64 -0.04 -0.66
H -0.84 8.57 0.02
H -2.65 -2.86 -6.75
H -2.34 4.24 -0.82
H -3.53 -4.81 -8.09
H 4.62 3.27 3.21
H -1.22 -5.35 -8.92
H -1.33 -6.97 -8.25
H -2.83 -3.95 -3.88
H -2.82 -9.95 -4.00
H -3.48 -6.13 -9.27
H -3.52 -8.32 -4.14
H 0.95 1.68 10.32
H -2.61 -1.85 -5.28
H 2.51 3.20 4.71
H -2.85 5.28 1.68
H -0.32 2.40 3.79
H 0.94 -2.66 -4.45
H -0.68 7.99 1.83
H 2.93 -3.76 -3.63
H -2.05 0.74 6.48
H -4.22 -3.68 -4.94
H -3.71 -6.48 -7.56
H 4.14 1.50 0.06
H -0.74 -4.09 -1.59
H 3.32 -0.01 0.48
H 1.04 4.09 10.24
H 2.08 -1.41 -4.00
H -0.54 -2.17 0.80
H -2.13 2.75 1.94
H 3.39 1.13 -2.37
H -1.35 -9.38 -6.02
H -0.52 4.30 -0.34
H -1.93 -4.00 -0.27
H 3.67 5.69 -2.58
H 1.41 6.42 2.40
```

Summary:
Charge   +1
Lowest unoccupied orbital energy   -4.70 eV

***

[2]
Density functional theory data (ωB97M-V/def2-TZVPD) for a structure of composition C26H58P4SSn in a non-equilibrium geometry.

Geometry as XYZ:
```
90
Properties=species:S:1:pos:R:3
Sn 0.17 0.92 0.04
S 0.02 -0.33 -5.77
P 2.28 2.10 1.37
P -1.79 2.73 0.49
P 0.85 1.87 -2.23
P -0.39 -1.28 2.53
C -1.61 -3.80 3.37
C -3.29 2.08 -0.31
C -0.17 -3.87 1.36
C 2.17 3.92 1.37
C -0.86 -4.32 -7.79
C -2.38 3.25 2.13
C -1.75 -3.26 -7.96
C 0.32 -4.11 -7.07
C 2.25 -2.04 3.13
C 2.02 0.82 -3.12
C 2.74 1.76 3.11
C -1.49 -2.00 -7.41
C 1.54 3.53 -2.29
C -1.10 -2.98 2.19
C -1.04 0.83 4.37
C 0.04 -1.35 -1.13
C 0.98 -1.49 3.78
C -0.69 1.89 -3.19
C -2.86 -0.87 4.00
C 0.61 -2.26 5.04
C -1.66 -0.17 3.38
C 1.32 -1.38 -0.63
C 0.60 -2.85 -6.51
C -1.49 4.33 -0.33
C -0.33 -1.80 -6.64
C 3.84 1.77 0.48
H 2.07 4.32 0.36
H 1.04 -4.92 -6.93
H -0.41 2.14 -4.22
H -0.17 -1.06 -2.16
H -1.07 -5.31 -8.21
H 0.18 -3.38 0.44
H 3.64 2.33 3.37
H -0.71 -4.78 1.06
H 4.03 0.69 0.45
H 0.71 -4.19 1.93
H -0.35 -1.96 5.48
H -0.80 -4.33 3.88
H 2.99 0.79 -2.59
H 1.65 -0.19 -3.26
H -2.03 0.41 2.50
H -0.60 0.30 5.24
H -2.89 2.43 2.65
H -1.18 0.34 -5.88
H -2.67 -3.42 -8.53
H 2.11 -3.07 2.78
H 4.67 2.26 1.01
H 2.94 0.69 3.27
H -2.61 -1.38 4.95
H -2.35 4.97 -0.09
H -1.17 0.90 -3.19
H 1.55 -1.82 0.33
H 2.54 3.56 -1.84
H 0.88 4.26 -1.80
H -1.41 4.23 -1.42
H -2.19 -1.17 -7.54
H 3.80 2.14 -0.55
H -3.33 -1.58 3.32
H 1.52 -2.67 -5.95
H 2.17 1.29 -4.10
H 1.31 4.25 1.97
H 1.20 -0.45 4.09
H 0.60 -3.35 4.88
H 1.93 2.07 3.79
H 1.39 -2.07 5.80
H -3.61 1.15 0.19
H 3.09 4.34 1.83
H -1.54 3.59 2.75
H -3.11 1.87 -1.38
H -3.62 -0.11 4.25
H -1.97 -2.72 1.56
H -1.83 1.50 4.76
H 2.17 -1.02 -1.21
H -3.08 4.08 1.99
H -4.08 2.83 -0.22
H -0.80 -1.77 -0.57
H 2.58 -1.43 2.28
H -2.29 -4.57 2.98
H 1.62 3.77 -3.36
H -2.18 -3.23 4.11
H -1.40 2.63 -2.81
H -0.27 1.46 3.91
H -0.58 4.79 0.07
H 3.06 -2.05 3.87
```

Summary:
Charge   +4
Lowest unoccupied orbital energy (spin up / spin down)   -12.41 / -13.48 eV
Energy above the lowest of the compared OMol25 structures with the same formula, charge and spin   0.139 eV

***

[3]
Density functional theory data (ωB97M-V/def2-TZVPD) for a cluster of 2 separate species, C26H59BCl2N4O3P in total in a non-equilibrium geometry.

Geometry as XYZ:
```
96
Properties=species:S:1:pos:R:3
Cl -2.65 1.02 -2.22
Cl -0.49 4.28 -5.24
P -4.04 -1.48 4.18
O 1.95 0.74 0.80
O -3.17 -0.28 4.05
O 1.56 1.10 -1.50
N -5.03 -1.34 2.81
N 6.67 2.17 -4.35
N -2.98 -2.82 4.13
N -5.29 -2.26 5.10
C 4.07 0.82 -0.60
C 2.51 -2.78 -4.29
C 2.23 -1.26 -0.73
C -0.73 4.09 -3.46
C 1.34 1.97 0.58
C -2.45 -3.32 2.88
C 1.92 -2.62 -2.89
C 2.92 -1.93 -1.94
C -4.99 -0.07 2.08
C 0.95 4.01 2.04
C -1.84 -1.33 -1.16
C 4.01 2.66 -2.41
C 0.04 3.00 -1.37
C 5.03 3.60 -3.06
C -5.96 -1.34 6.03
C -1.95 -2.73 5.16
C 0.59 2.53 1.78
C 1.51 -3.99 -2.33
C 0.55 1.69 -0.74
C -1.27 0.04 -1.57
C -0.60 0.73 -0.38
C 4.64 1.34 -1.93
C 5.56 3.13 -4.42
C -5.38 -2.43 1.93
C -5.10 -3.57 5.72
C 0.05 2.92 -2.90
B 2.50 0.34 -0.57
H 2.12 2.69 0.27
H -0.53 -0.13 -2.35
H 1.15 -1.44 -0.86
H -4.36 -3.58 6.52
H -4.13 -0.02 1.41
H 3.22 -3.61 -4.33
H 3.66 -2.68 -1.64
H -0.37 1.99 -3.29
H -1.38 1.25 0.18
H -0.95 3.23 -0.98
H -1.70 -1.53 -0.10
H 3.44 -1.18 -2.55
H -2.41 -2.59 6.15
H -3.25 -3.62 2.20
H -1.81 -2.59 2.36
H 1.62 -4.01 -1.24
H -5.53 -3.36 2.48
H -6.33 -2.22 1.42
H 6.42 1.25 -4.67
H 5.70 1.54 -1.78
H 0.86 1.98 2.69
H -1.86 -4.22 3.07
H -6.89 -1.78 6.39
H 4.25 1.57 0.17
H 4.61 4.60 -3.19
H 5.89 3.73 -2.38
H 4.74 2.66 -4.97
H -6.06 -3.87 6.15
H 4.67 -0.06 -0.32
H 0.46 -4.21 -2.54
H 3.25 2.46 -3.17
H -5.33 -1.09 6.89
H -0.42 5.02 -2.99
H -0.23 -0.06 0.28
H 4.59 0.59 -2.73
H -1.35 -2.14 -1.70
H 7.10 2.14 -3.44
H 5.91 4.01 -4.97
H -4.62 -2.60 1.16
H 1.08 2.98 -3.25
H -2.91 -1.40 -1.36
H 3.05 -1.88 -4.59
H 1.27 4.52 1.14
H -0.50 2.49 1.66
H 0.78 3.77 -1.11
H -4.84 -4.32 4.98
H -1.26 -1.91 5.00
H 2.48 -1.78 0.20
H -1.39 -3.67 5.20
H -1.80 3.93 -3.32
H 0.11 4.57 2.45
H 1.04 -1.96 -2.97
H 2.08 -4.79 -2.79
H -6.21 -0.42 5.51
H 3.56 3.16 -1.55
H 1.73 -2.93 -5.04
H 1.75 4.08 2.78
H -4.94 0.77 2.77
H -5.90 0.04 1.49
```

Summary:
Charge   -1
Lowest unoccupied orbital energy   2.15 eV